120
Properties=species:S:1:pos:R:3 method="wB97M-V/def2-TZVPD" homo_lumo_gap_ev=4.53 charge=-3 lumo_ev=3.8 e_above_lowest_ev=7.011
C -3.350 -3.756 1.525
C -2.694 -5.082 1.946
C -1.973 -5.929 0.799
O -0.758 -5.204 0.494
C -0.071 -5.792 -0.574
N -1.798 -4.838 3.143
H -2.222 -4.354 3.921
H -1.415 -5.716 3.463
H -0.986 -4.307 2.859
H -4.184 -3.821 0.826
H -2.691 -3.087 0.971
H -3.728 -3.216 2.392
H -3.470 -5.732 2.349
H -2.678 -6.056 -0.023
H -1.862 -6.959 1.139
H -0.457 -5.337 -1.486
H -0.144 -6.879 -0.529
H 1.014 -5.710 -0.516
C 4.880 1.701 -0.189
C 4.559 3.166 -0.328
C 4.911 3.713 -1.741
O 4.689 5.128 -1.846
C 4.820 5.566 -3.220
N 3.077 3.421 -0.094
H 2.682 4.351 -0.078
H 2.557 2.969 -0.833
H 2.730 3.129 0.809
H 4.973 1.328 0.831
H 5.913 1.487 -0.463
H 4.224 1.040 -0.755
H 5.051 3.670 0.504
H 4.202 3.199 -2.390
H 5.919 3.461 -2.069
H 5.851 5.754 -3.522
H 4.337 6.541 -3.278
H 4.262 4.834 -3.804
C -1.000 -1.248 -0.769
C -0.237 -0.008 -0.449
C -1.038 1.285 -0.715
O -0.154 2.401 -0.553
C -0.608 3.536 -1.354
N 0.144 -0.116 1.031
H 0.718 0.644 1.366
H -0.741 -0.195 1.513
H 0.571 -0.999 1.273
H -1.939 -1.451 -0.254
H -0.259 -2.029 -0.600
H -1.378 -1.234 -1.791
H 0.710 0.053 -0.986
H -1.902 1.357 -0.054
H -1.466 1.307 -1.718
H -0.033 4.392 -1.003
H -1.691 3.659 -1.325
H -0.408 3.411 -2.418
P 2.486 1.999 3.152
F 2.195 2.969 4.393
F 1.344 2.776 2.371
F 3.503 3.041 2.567
F 2.804 1.062 1.858
F 3.649 1.244 3.942
F 1.357 0.855 3.621
P 2.576 0.880 -4.092
F 1.113 1.263 -4.669
F 1.923 -0.364 -3.329
F 2.885 -0.168 -5.286
F 4.083 0.558 -3.432
F 3.153 2.119 -4.911
F 2.385 1.820 -2.720
P -4.037 0.278 2.372
F -4.493 -1.149 1.735
F -4.066 1.161 1.002
F -5.666 0.592 2.658
F -3.738 1.590 3.188
F -3.969 -0.330 3.946
F -2.442 -0.229 2.285
C 1.865 -3.335 2.716
O 1.974 -3.810 4.109
O 0.589 -2.638 2.678
C 3.213 -2.741 2.241
F 3.041 -1.850 1.182
F 3.668 -1.932 3.166
F 4.172 -3.673 1.930
C 2.645 -5.052 4.408
C 2.041 -5.632 5.772
H 2.734 -6.355 6.202
H 1.816 -4.768 6.398
H 1.096 -6.103 5.499
H 3.703 -4.830 4.549
H 2.517 -5.890 3.722
H 1.737 -4.197 2.062
C -4.169 -4.141 -4.600
O -5.550 -3.841 -4.248
O -4.114 -3.734 -5.954
C -3.072 -3.421 -3.648
F -1.921 -3.107 -4.227
F -3.602 -2.300 -3.273
F -2.759 -3.959 -2.562
C -6.023 -4.086 -2.934
C -7.540 -3.979 -3.190
H -7.686 -3.024 -3.695
H -7.813 -4.813 -3.837
H -8.136 -3.910 -2.280
H -5.587 -3.313 -2.300
H -5.831 -5.098 -2.578
H -4.109 -5.228 -4.546
C 1.344 7.130 0.013
O -0.076 6.839 0.142
O 2.055 6.210 0.846
C 1.801 7.518 -1.428
F 2.152 6.450 -2.079
F 0.931 8.207 -2.168
F 2.968 8.153 -1.430
C -1.048 7.858 0.153
C -2.443 7.134 0.069
H -2.535 6.593 1.011
H -3.337 7.756 0.032
H -2.649 6.526 -0.812
H -0.987 8.451 -0.760
H -1.059 8.413 1.090
H 1.480 8.104 0.483